{
  "formula": "C16H23IrN3O6",
  "method": "ωB97M-V/def2-TZVPD",
  "species": ["Ir", "O", "C", "C", "N", "C", "C", "O", "O", "C", "C", "O", "O", "H", "H", "H", "H", "H", "H", "H", "H", "H", "C", "C", "N", "C", "C", "C", "O", "C", "C", "C", "C", "N", "C", "H", "H", "H", "H", "H", "H", "H", "H", "H", "H", "H", "H", "H", "H"],
  "positions_angstrom": [[-0.11, -0.39, -0.01], [0.40, 1.85, 0.98], [-0.79, 2.62, 0.81], [-1.17, 2.60, -0.65], [-1.38, 1.20, -1.11], [-2.76, 0.71, -0.98], [-2.82, -0.80, -0.75], [-3.73, -1.49, -1.06], [-1.75, -1.33, -0.09], [-0.83, 0.99, -2.46], [0.69, 0.95, -2.35], [1.47, 1.61, -2.95], [1.09, 0.05, -1.43], [1.15, 2.28, 0.56], [-0.65, 3.64, 1.18], [-1.55, 2.13, 1.43], [-0.36, 3.03, -1.24], [-2.06, 3.20, -0.83], [-3.35, 0.92, -1.87], [-3.24, 1.19, -0.13], [-1.12, 1.77, -3.16], [-1.17, 0.02, -2.83], [0.39, -2.42, -4.49], [1.58, -3.18, -3.92], [1.26, -4.55, -3.52], [0.95, -5.51, -4.58], [-0.53, -5.86, -4.65], [1.31, -5.02, -2.26], [1.17, -6.20, -1.96], [1.56, -4.05, -1.13], [2.56, -4.30, -0.21], [2.72, -3.45, 0.87], [1.86, -2.37, 1.01], [0.87, -2.15, 0.13], [0.72, -2.98, -0.91], [0.68, -1.40, -4.73], [-0.44, -2.40, -3.78], [0.02, -2.88, -5.40], [2.00, -2.64, -3.07], [2.37, -3.23, -4.67], [1.53, -6.41, -4.39], [1.29, -5.08, -5.52], [-0.86, -6.30, -3.71], [-0.70, -6.59, -5.44], [-1.14, -4.99, -4.86], [3.21, -5.16, -0.34], [3.49, -3.61, 1.61], [1.94, -1.69, 1.84], [-0.12, -2.77, -1.57]],
  "lowdin_charge": [1.4903, -0.1387, -0.1942, -0.1308, -0.2352, -0.0662, -0.5382, 0.1779, -0.2002, -0.0684, -0.5711, 0.1580, -0.1875, 0.1148, 0.1395, 0.1272, 0.1386, 0.1466, 0.1509, 0.1480, 0.1534, 0.1368, -0.0642, -0.1942, -0.0493, -0.1850, -0.0620, -0.4253, 0.0976, -0.0861, 0.0506, -0.0049, -0.0840, -0.1283, -0.0540, 0.0790, 0.0638, 0.0769, 0.1092, 0.1295, 0.1245, 0.1211, 0.0767, 0.0825, 0.0665, 0.1417, 0.1239, 0.1206, 0.1217],
  "orbital_gap_ev": [7.1, 7.1],
  "total_charge": 1,
  "e_homo_ev": [-12.03, -12.03],
  "e_tot_ev": -36552.597,
  "spin_multiplicity": 1
}

{
  "formula": "C4H4N2OS",
  "method": "ωB97M-V/def2-TZVPD",
  "species": ["C", "C", "N", "N", "C", "C", "S", "O", "H", "H", "H", "H"],
  "positions_angstrom": [[-2.44, -0.14, 0.22], [-1.28, -0.77, -0.03], [-0.04, -0.19, -0.19], [0.25, 1.06, -0.14], [1.53, 1.20, -0.03], [2.11, -0.06, -0.01], [3.73, -0.42, 0.10], [1.07, -1.00, -0.16], [-2.61, 0.93, 0.42], [-3.27, -0.79, 0.28], [-1.14, -1.90, -0.34], [2.09, 2.08, -0.13]],
  "lowdin_charge": [0.0365, -0.1316, -0.1881, 0.1620, -0.1395, -0.8088, 0.6429, 0.0382, 0.0749, 0.0364, 0.1693, 0.1078],
  "orbital_gap_ev": 7.6,
  "relative_energy_ev": 3.766,
  "total_charge": 0,
  "e_homo_ev": -8.31,
  "e_tot_ev": -20071.963,
  "spin_multiplicity": 1
}

{
  "formula": "C27H58NO13",
  "method": "ωB97M-V/def2-TZVPD",
  "species": ["N", "H", "H", "H", "H", "O", "C", "O", "C", "C", "C", "H", "H", "H", "H", "H", "H", "H", "H", "O", "C", "O", "C", "C", "C", "H", "H", "H", "H", "H", "H", "H", "H", "O", "C", "O", "C", "C", "C", "H", "H", "H", "H", "H", "H", "H", "H", "O", "C", "O", "C", "C", "C", "H", "H", "H", "H", "H", "H", "H", "H", "O", "C", "O", "C", "C", "C", "H", "H", "H", "H", "H", "H", "H", "H", "O", "C", "O", "C", "C", "C", "H", "H", "H", "H", "H", "H", "H", "H", "C", "C", "O", "C", "H", "H", "H", "H", "H", "H"],
  "positions_angstrom": [[59.73, 18.35, 35.19], [59.12, 18.92, 34.57], [59.35, 18.01, 36.01], [60.68, 18.67, 35.24], [60.01, 17.58, 34.70], [59.15, 18.93, 32.07], [59.62, 19.78, 31.37], [60.26, 19.54, 30.24], [60.82, 18.24, 30.17], [61.76, 18.21, 28.93], [59.32, 21.18, 31.45], [60.00, 17.56, 30.34], [61.43, 17.97, 31.01], [61.34, 18.28, 27.86], [62.32, 17.30, 28.80], [62.53, 18.86, 28.88], [58.60, 21.42, 30.90], [60.38, 21.74, 31.43], [59.12, 21.57, 32.48], [60.84, 21.12, 34.64], [61.65, 22.07, 34.37], [62.51, 21.98, 33.40], [62.85, 20.66, 32.91], [63.37, 20.76, 31.46], [61.41, 23.47, 35.03], [61.94, 20.01, 32.95], [63.61, 20.32, 33.70], [63.45, 19.80, 31.24], [64.40, 21.25, 31.62], [62.65, 20.92, 30.88], [60.42, 23.80, 34.70], [62.03, 24.00, 34.36], [61.57, 23.09, 35.94], [57.60, 16.56, 34.86], [56.98, 15.65, 34.17], [56.77, 14.45, 34.70], [57.28, 14.09, 35.99], [56.71, 12.69, 36.36], [56.66, 15.81, 32.67], [57.23, 14.80, 36.70], [58.39, 14.05, 35.85], [56.80, 12.40, 37.49], [56.95, 11.95, 35.64], [55.70, 12.74, 36.09], [56.67, 14.87, 32.07], [57.37, 16.45, 32.21], [55.68, 16.36, 32.60], [60.89, 15.17, 34.52], [61.04, 14.02, 34.98], [60.61, 12.92, 34.40], [59.89, 13.07, 33.16], [59.46, 11.64, 32.65], [61.82, 13.87, 36.25], [60.45, 13.50, 32.47], [59.08, 13.79, 33.18], [60.30, 11.08, 32.20], [58.87, 11.77, 31.76], [58.97, 11.05, 33.26], [62.79, 13.27, 36.01], [61.18, 13.18, 36.78], [62.07, 14.77, 36.72], [57.50, 19.66, 36.50], [56.26, 19.63, 36.12], [55.10, 19.14, 36.69], [55.16, 18.57, 37.99], [55.45, 17.10, 38.05], [56.01, 19.94, 34.58], [54.13, 18.87, 38.48], [55.84, 19.05, 38.77], [56.38, 16.64, 37.77], [55.07, 16.60, 37.19], [55.23, 16.73, 38.98], [55.18, 19.43, 34.45], [56.72, 19.62, 33.75], [55.93, 21.09, 34.34], [62.80, 17.81, 35.18], [63.56, 16.93, 35.29], [64.30, 16.67, 36.38], [63.95, 17.10, 37.67], [64.22, 16.07, 38.82], [64.21, 16.21, 34.15], [62.87, 17.12, 37.82], [64.22, 18.19, 37.80], [65.27, 15.92, 39.00], [63.57, 15.22, 38.58], [64.11, 16.60, 39.79], [63.86, 16.52, 33.45], [63.92, 15.12, 34.12], [65.20, 16.50, 34.10], [58.41, 15.24, 39.64], [58.97, 16.33, 38.68], [59.26, 16.12, 37.39], [58.78, 17.76, 39.25], [57.45, 15.43, 39.95], [58.93, 15.31, 40.45], [58.47, 14.25, 39.21], [59.81, 17.90, 39.52], [58.20, 17.58, 40.19], [58.31, 18.32, 38.53]],
  "lowdin_charge": [0.3510, 0.1307, 0.0509, 0.0985, 0.0531, 0.1066, -0.6023, 0.0146, -0.1911, -0.0421, 0.0496, 0.1168, 0.1090, 0.1094, 0.0703, 0.0222, 0.0142, 0.1490, 0.1097, -0.0085, -0.4816, 0.0031, -0.1748, -0.0090, 0.0683, 0.1109, 0.1544, 0.0270, 0.1430, -0.0118, 0.1012, 0.0728, 0.0500, 0.0075, -0.4155, -0.0046, -0.1903, -0.0250, 0.0313, 0.0397, 0.1172, 0.1226, 0.0511, 0.0494, 0.1012, 0.0526, 0.1056, 0.0503, -0.5352, 0.0280, -0.1520, -0.0084, 0.0317, 0.0667, 0.1103, 0.0920, 0.0758, 0.0096, 0.1419, 0.0895, 0.0404, 0.0016, -0.3488, -0.0091, -0.2256, -0.0657, 0.0247, 0.1633, 0.1344, 0.0509, 0.0761, 0.0620, 0.0015, 0.0878, 0.1253, 0.1398, -0.5357, -0.0038, -0.2368, -0.0528, 0.0818, 0.0972, 0.1442, 0.0644, 0.0733, 0.0892, -0.0718, 0.1384, 0.0960, 0.0053, -0.2977, -0.0456, 0.0052, 0.0600, 0.0165, 0.0926, 0.0870, 0.1008, 0.0251],
  "orbital_gap_ev": 10.6,
  "relative_energy_ev": 1.922,
  "total_charge": 1,
  "e_homo_ev": -12.20,
  "e_tot_ev": -57031.685,
  "spin_multiplicity": 1
}

{
  "formula": "C5H10O",
  "method": "ωB97M-V/def2-TZVPD",
  "species": ["O", "C", "C", "C", "C", "C", "H", "H", "H", "H", "H", "H", "H", "H", "H", "H"],
  "positions_angstrom": [[-2.24, 1.20, -0.78], [-1.66, -0.21, -0.20], [-0.23, 0.19, -0.06], [0.58, 0.27, 1.26], [1.78, -0.42, 0.56], [0.97, -0.50, -0.77], [-2.30, 1.20, -1.75], [-2.22, -0.31, 0.73], [-1.89, -0.98, -0.93], [-0.73, 1.18, -0.52], [0.20, -0.27, 2.13], [0.78, 1.30, 1.56], [2.70, 0.17, 0.51], [2.03, -1.40, 0.98], [0.83, -1.52, -1.15], [1.39, 0.11, -1.58]],
  "lowdin_charge": [-0.1634, -0.0837, -0.3179, -0.1401, -0.1777, -0.1440, 0.0721, 0.1115, 0.1093, 0.1397, 0.1016, 0.0999, 0.0975, 0.0969, 0.1008, 0.0975],
  "orbital_gap_ev": 10.2,
  "relative_energy_ev": 3.066,
  "total_charge": 0,
  "e_homo_ev": -9.15,
  "e_tot_ev": -7391.699,
  "spin_multiplicity": 1
}

{
  "formula": "C3H4GdLiO3",
  "method": "ωB97M-V/def2-TZVPD",
  "species": ["O", "C", "C", "O", "O", "C", "H", "H", "H", "Li", "Gd", "H"],
  "positions_angstrom": [[0.68, -0.88, 0.59], [-0.61, -1.11, 0.75], [1.15, 0.36, 0.09], [-0.98, -2.24, 1.11], [-1.47, -0.22, 0.46], [1.15, 0.60, -1.27], [1.74, 0.87, 0.85], [1.18, -0.23, -1.98], [1.50, 1.59, -1.57], [-1.18, 1.26, -0.71], [-3.41, -1.90, 1.15], [0.25, 1.89, 0.53]],
  "lowdin_charge": [0.0757, -0.8120, -0.2111, -0.2103, -0.3494, 0.0168, 0.1263, 0.1041, 0.0866, 0.6795, 1.3263, 0.1674],
  "orbital_gap_ev": [7.6, 3.5],
  "relative_energy_ev": 0.360,
  "total_charge": 1,
  "e_homo_ev": [-11.84, -9.01],
  "e_tot_ev": -30348.476,
  "spin_multiplicity": 9
}

{
  "formula": "C5H9NO2",
  "method": "ωB97M-V/def2-TZVPD",
  "species": ["O", "C", "O", "C", "C", "C", "C", "N", "H", "H", "H", "H", "H", "H", "H", "H", "H"],
  "positions_angstrom": [[-1.02, -0.20, 2.25], [-1.25, -0.87, 1.24], [-1.06, -2.14, 0.98], [-1.73, -0.06, -0.02], [-0.71, -0.36, -1.11], [0.70, 0.08, -0.91], [1.32, 0.50, 0.23], [2.50, 1.24, 0.10], [-0.11, -1.44, 1.01], [-2.61, -0.67, -0.24], [-1.84, 0.98, 0.26], [-1.08, 0.04, -2.09], [-0.75, -1.42, -1.39], [1.38, 0.18, -1.74], [0.84, 0.56, 1.19], [2.58, 1.85, -0.69], [2.83, 1.76, 0.92]],
  "lowdin_charge": [0.0692, -0.6632, 0.1174, -0.0798, -0.2326, -0.1035, -0.1905, 0.0218, 0.2245, 0.1293, 0.1204, 0.1232, 0.1113, 0.0962, 0.0964, 0.0775, 0.0826],
  "orbital_gap_ev": 9.0,
  "relative_energy_ev": 3.929,
  "total_charge": 0,
  "e_homo_ev": -8.34,
  "e_tot_ev": -10912.646,
  "spin_multiplicity": 1
}